1.
# C34H53F15NO16PS

A cluster of 6 separate species, C34H53F15NO16PS in total (the ωB97M-V functional and the def2-TZVPD basis, the OMol25 dataset).

The geometry in XYZ format:
```
121
Properties=species:S:1:pos:R:3:forces:R:3
H -5.8248 4.8442 -3.9353 0.0095 -0.1030 0.0674
C -0.6840 1.4543 -3.4410 0.0940 -0.4091 0.3486
F 0.5474 -5.8334 2.6946 -0.0535 -0.0518 0.0364
C 3.3626 3.8507 -3.6840 0.0650 0.3173 -0.3452
H 1.8898 1.4929 -4.0122 0.0684 -0.0299 0.0161
H 1.6796 -0.2400 -4.0787 0.1576 0.1522 -0.1439
C -0.1473 -6.6631 3.4855 0.0913 -0.0922 -0.0293
C 1.7553 0.6112 -3.3878 -0.4093 -0.4531 0.3971
F -1.8629 0.5557 0.9399 -0.0742 -0.0528 -0.0904
H 2.3380 -0.5047 0.1446 0.1847 0.0531 0.1318
H -5.6611 4.3273 -5.6132 -0.0230 -0.1204 -0.0277
H 4.7812 -6.9653 3.8393 0.0982 0.0718 -0.0096
H 2.0426 2.5007 1.6535 -0.0135 0.0144 -0.0354
H -0.9809 -2.4404 4.8639 -0.0553 0.0556 -0.0344
H -0.7614 3.3632 -0.9885 0.0894 0.0081 -0.0927
H -2.9188 3.1725 -0.2385 -0.0734 -0.0462 -0.1401
H 4.4635 3.4270 -6.3694 0.0688 0.0805 0.0278
H -3.1092 -3.5494 4.1582 0.1317 -0.0526 -0.1238
H 5.0231 -0.1062 -3.2654 -0.1117 -0.0226 0.0594
F -3.9861 0.4685 1.3570 0.0873 -0.0810 -0.0510
H -0.5240 3.8932 -2.6458 -0.1818 0.0714 -0.0942
H -7.7480 5.6881 -5.2714 0.0177 0.0106 0.0055
F -6.8324 0.4645 -3.3395 0.0632 -0.0171 -0.0867
C -0.9766 -5.8905 4.5336 -0.1008 0.1461 0.0013
H 0.5965 1.3606 -1.7409 0.0017 -0.2107 0.1143
O -2.0802 -2.2078 0.2004 -0.0048 0.1730 0.1015
O 1.6837 -1.9213 -1.8505 -0.0684 0.4061 -0.0065
C -2.9608 -4.4561 -0.0776 -0.1121 0.1472 -0.0243
H 2.0676 4.6196 -5.1714 -0.0393 -0.1115 0.0478
O 0.5731 1.7620 5.3984 -0.0313 -0.0083 0.0243
O 3.2851 5.1852 -3.1655 0.0827 -0.1193 -0.0380
H 4.1235 0.7241 -4.4702 -0.2728 0.3700 0.0950
C -1.2572 3.4508 -1.9667 -0.0960 -0.0702 0.3167
O 3.1677 -0.9281 -0.1346 -0.3520 -0.0728 -0.1850
C -2.8962 5.2418 0.3537 -0.1240 -0.3325 -0.0891
F 7.4708 -3.6967 5.4712 0.0118 -0.0555 0.0771
F 0.7136 -7.4837 4.0881 -0.1750 0.0024 -0.1123
H -0.8979 -3.8190 -0.1095 -0.0084 0.1249 -0.0449
C -7.7069 4.6412 -4.9729 -0.0858 -0.1850 0.0100
H 2.5105 -6.1765 4.4682 0.1536 0.0401 0.0398
S 4.5708 -2.3803 -2.2699 -0.0327 0.1472 0.0628
H -1.6917 1.3882 -1.5907 -0.3563 -0.0392 -0.0320
F -0.9542 -7.3976 2.7063 0.0213 0.0550 0.0351
C -1.5304 0.5890 5.2608 -0.1184 -0.0736 0.0466
C 3.3863 -5.5872 4.7361 0.0480 0.2176 0.0829
H -3.1479 -4.2454 -1.1309 0.0462 -0.0431 -0.0108
O 5.8034 -5.7137 5.0492 0.1085 0.0209 0.0659
H 3.9517 5.7211 -3.6119 -0.0510 -0.0054 0.0600
C -1.8165 -3.6107 0.4347 0.1054 -0.3967 0.0338
C 0.2896 2.7378 2.8689 0.1760 0.1880 -0.2701
C -6.2329 1.9215 -5.1322 0.0211 0.1578 0.0189
H 0.6993 3.4632 3.5701 -0.0168 -0.1117 0.1220
F 7.4824 -4.0495 7.6075 0.0047 -0.0545 -0.0984
H -2.8889 6.2165 -0.1336 0.0117 0.0054 0.0777
C 1.3632 1.8838 2.2355 -0.0220 -0.1686 0.2209
O -1.5791 -4.8641 3.9560 0.0125 -0.1714 -0.0495
H -4.1757 4.1620 -1.0021 0.0547 -0.0665 -0.0046
H -8.3068 4.5100 -4.0720 0.0240 0.0615 0.0205
C 4.3026 0.7021 -3.3935 0.2676 -0.4212 0.1161
H -1.1710 0.7116 -4.0794 0.0229 0.1772 -0.1409
P 3.1393 -1.2452 -1.7014 0.3263 -0.5265 -0.0466
F -6.4112 -0.4384 -5.2610 0.0636 0.0936 0.0613
C -0.3969 1.5009 4.7516 0.1088 0.0483 -0.1137
H 3.5241 -4.8018 3.9917 -0.0107 -0.0587 -0.0523
H 5.3255 3.2085 -4.4429 -0.0853 -0.0067 -0.0245
C 3.0446 0.4242 -2.5432 0.0345 0.2896 -0.3402
F -4.7926 0.3891 -4.0765 -0.0116 -0.0533 0.0067
H -2.7103 2.0856 -2.8519 0.0616 0.1624 -0.0676
H -2.1907 -2.3809 6.1543 -0.0440 0.0078 -0.0134
H 0.9050 1.1506 1.5704 -0.0060 0.0650 -0.0796
C 2.8436 3.8492 -5.1453 -0.1387 0.1197 0.1271
C -1.5578 -3.0385 5.5645 0.2395 -0.3320 0.0213
H 0.0298 -0.2184 -2.3277 0.0892 0.1159 0.2878
C -2.4043 -4.0453 4.8226 -0.3522 0.3530 0.1372
C 7.3761 -4.6363 6.4185 0.0479 0.0801 0.0464
H -2.7201 -5.5122 0.0301 0.0325 -0.0359 0.0180
F -1.9234 -0.2522 4.2934 -0.0548 0.0525 0.0914
H 2.6400 3.2988 -3.0772 0.0543 0.0543 0.0311
C 4.9362 1.9623 -2.7791 0.8321 -0.5538 -0.4978
O -2.3327 4.3639 -1.8455 0.1040 -0.1208 -0.0522
H 2.3314 2.9094 -5.3683 0.2162 -0.0413 -0.0940
H -3.7086 5.2074 1.0841 0.0823 0.0893 0.0295
H 1.9390 1.3480 2.9911 -0.0050 0.0657 0.0428
H -8.1491 4.0385 -5.7656 0.0390 0.0308 -0.0379
H 4.5010 -7.2510 5.5579 0.0536 0.0755 0.0818
C 4.7842 3.2969 -3.4983 -0.2757 -0.0669 0.5409
C -6.2730 4.2353 -4.7171 0.0004 0.3708 -0.0564
H -2.9688 -4.6838 5.5005 0.1447 -0.1259 -0.0021
C -3.1278 4.1497 -0.6877 -0.0781 0.2884 0.1638
H -0.2714 3.2792 2.1093 -0.0922 -0.0635 0.0291
O 5.3869 -5.7050 7.2691 0.0484 0.0444 0.0150
F 8.4058 -5.4848 6.2712 -0.0567 0.0560 0.0003
C 3.1943 1.4752 -1.4300 0.6263 -0.4026 -1.1324
O -0.6940 1.9114 3.5312 -0.0764 0.0635 0.0937
C -1.6965 2.0550 -2.4508 0.5573 0.0440 -0.1296
H -1.6296 -3.7773 1.4953 -0.0767 0.0918 0.0126
H -3.8769 -4.2525 0.4761 0.0196 -0.0271 0.0537
H -0.8579 -3.5374 6.2358 -0.0668 -0.0140 0.0510
C 0.4271 0.7528 -2.6254 -0.0874 0.4693 -0.5451
O -6.1964 2.8806 -4.2210 0.0434 -0.1210 -0.0044
C -3.0018 -0.1153 0.6838 -0.0567 0.0743 0.0069
H 3.2033 -5.1102 5.6992 -0.0099 -0.0695 0.0217
F -3.2604 -0.0152 -0.6270 -0.0726 0.0153 0.1969
O 4.4365 1.9720 -1.4314 0.0763 0.6894 -0.3376
H 4.2289 5.0464 -6.0964 0.0807 -0.0459 -0.0577
O -6.3238 2.0461 -6.3172 -0.0215 -0.0581 0.0163
O -1.0479 -6.2312 5.6760 0.0517 -0.0450 -0.0203
C 4.6046 -6.4793 4.7963 -0.2762 -0.2102 -0.1313
H 1.3170 -1.7996 -2.7367 0.0188 -0.2007 0.0769
H 6.0124 1.7877 -2.7091 -0.0820 0.0448 0.1998
N 3.7764 4.1506 -6.2161 -0.1856 -0.0576 0.0342
C -2.8384 -1.5946 1.0950 0.1613 -0.1337 -0.0793
F -1.1295 -0.1284 6.3090 0.0054 0.1699 -0.0880
O 2.3684 1.8449 -0.6709 -1.0180 0.2258 1.3162
O -3.3157 -2.0581 2.0880 -0.0542 0.0487 0.0137
H -0.2398 2.2285 -4.0750 -0.1689 0.0016 -0.0644
C 6.0453 -5.4131 6.3153 -0.0931 -0.0815 -0.0919
C -6.0754 0.5514 -4.4390 -0.0786 -0.0652 0.0451
F -2.5916 1.3176 5.6332 0.0721 -0.0153 -0.0391
H -1.9562 5.0855 0.8873 0.0196 0.1379 -0.0911
H 5.3314 4.0279 -2.8957 -0.0136 -0.0326 -0.0501
```
Forces are in eV/Å.

## Properties
Structure (SMILES)   CCOCCCCC[C@@]1(P(O)(O)=S)C[C@@H](C[C@@H](O)CN)OC1=O.CCOC(=O)C(F)(F)F.CCOC(=O)C(F)(F)F.CCOC(=O)C(F)(F)F.CCOC(=O)C(F)(F)F.CCOC(=O)C(F)(F)F
Kohn-Sham gap   0.3506 Eh
Max |F|   0.0327 Eh/bohr
Energy   -131258.0244 eV
Net charge   0

2.
# C6H14N2O2

A cluster of 2 separate species, C6H14N2O2 in total (the ωB97M-V functional and the def2-TZVPD basis, the OMol25 dataset).

The geometry in XYZ format:
```
24
Properties=species:S:1:pos:R:3:forces:R:3
H 2.1166 0.3151 -3.0511 -1.0423 -1.1328 -0.1049
H 2.4610 -1.1836 1.1542 -0.4427 1.9842 -0.5762
H -1.8203 -0.4100 3.0838 0.2075 -1.5065 -1.5007
N 1.4768 0.7065 -1.1234 0.6979 -0.5832 1.6149
H -0.6052 -1.6876 2.7970 -0.4828 0.2230 -0.9445
N -2.4916 0.0259 0.6129 -0.8394 1.2648 3.5281
H 0.7407 0.4363 -0.4759 -0.8479 0.6622 -0.9622
C -1.5586 -0.9059 0.9381 0.6715 -0.3668 -3.1279
H -1.4423 0.7208 -1.0363 -0.2827 -0.1201 0.0384
C -1.5513 -1.2914 2.3623 -0.1224 0.0610 2.9500
O -0.9096 -1.3802 -0.0191 -0.2354 0.1460 2.2723
H -2.7765 0.6418 1.4190 0.2147 -1.1226 -1.4110
O 3.5077 -0.4160 -1.1484 0.3492 -0.0772 -1.6780
C 1.3020 0.8416 -2.5375 -1.1178 1.4134 -0.8115
H 1.8972 0.5403 1.3765 -1.3697 1.0608 1.1122
H -3.1220 0.2137 -1.4500 0.9115 -0.5655 0.9550
H 3.6218 0.0561 1.2890 -1.2948 0.5297 -0.9485
C 2.5434 0.0335 -0.5761 1.2320 0.6274 -1.2567
C 2.5714 -0.0505 0.8575 2.1279 -3.8187 3.0235
H 1.5659 1.8540 -2.9444 -0.4761 -0.1566 1.0107
H 0.1637 0.7482 -2.7296 2.1627 -0.6416 -0.4511
H -2.9164 1.6532 -0.6675 0.5869 -0.4078 0.8628
H -2.3144 -2.0985 2.5048 0.5164 0.7089 -0.0638
C -2.4602 0.6367 -0.6359 -1.1242 1.8182 -3.5310
```
Forces are in eV/Å.

## Properties
Structure (SMILES)   CNC(C)=O.CNC(C)=O
Energy above the lowest of the compared OMol25 structures with the same formula, charge and spin   2.200 eV
Kohn-Sham gap   0.3612 Eh
Max |F|   0.1034 Eh/bohr
Energy   -13523.4238 eV
Net charge   0